Formula: C42H58AsBIrN2P2S
Source: the OMol25 dataset
Level of theory: ωB97M-V/def2-TZVPD

Output
HOMO-LUMO gap (alpha / beta): 7.26 / 5.01 eV
Lowest unoccupied orbital energy (alpha / beta): -1.85 / -4.98 eV
Highest occupied orbital energy (alpha / beta): -9.1131 / -9.9844 eV

The geometry in ORCA input format:
```
! RIJCOSX wB97M-V def2-TZVPD def2/J DEFGRID3
* xyz 1 5
Ir -0.428 -0.463 -0.700
As 2.780 -0.084 -0.374
S 0.526 -0.682 -2.844
P -2.013 2.108 -0.329
P -1.207 -2.949 0.068
N -1.210 1.042 1.979
N -1.376 -1.227 2.170
C 0.786 -4.096 -1.432
C 2.541 -0.533 -4.580
C -4.415 2.026 1.018
C -2.038 -0.652 3.229
C -3.689 2.966 0.051
C -1.930 0.758 3.111
C 0.272 -4.133 0.009
C 7.086 -1.072 1.385
C -3.320 -0.386 5.215
C -3.611 4.350 0.698
C -1.259 4.628 -1.655
C -3.248 -5.023 0.436
C 5.524 0.528 0.513
C -1.450 -2.641 1.901
C -3.897 -2.713 -0.252
C -1.091 3.114 -1.662
C 0.395 2.817 -1.492
C -2.839 -3.813 -0.402
C -3.212 0.998 5.103
C 1.359 -3.559 0.921
C -2.736 -4.198 -1.876
C -1.125 2.329 1.337
C -2.732 -1.225 4.285
C -1.548 2.521 -2.998
C 2.491 2.264 1.217
C 3.219 4.488 0.703
C 3.622 4.068 -0.552
C 4.819 0.007 -4.081
C 3.459 2.744 -0.923
C 4.566 -0.467 0.368
C -0.040 -5.565 0.435
C 2.209 -0.424 -3.227
C 6.130 -2.067 1.255
C 4.498 0.077 -2.736
C -4.483 3.040 -1.251
C 3.837 -0.319 -5.004
C 2.898 1.835 -0.040
C 4.879 -1.764 0.748
C 3.202 -0.138 -2.281
C 2.642 3.588 1.585
C 6.777 0.226 1.014
C -2.512 1.585 4.064
B -0.829 -0.190 1.344
H -4.546 2.058 -1.717
H 1.638 -4.763 -1.549
H -3.865 -0.813 6.045
H -3.072 4.335 1.642
H -4.073 -2.460 0.791
H -0.580 5.046 -2.398
H -4.035 3.732 -1.959
H -3.154 -4.843 1.505
H 1.190 -3.813 1.965
H 8.060 -1.307 1.787
H -3.686 1.619 5.847
H -4.297 -5.248 0.239
H -2.361 -3.359 -2.460
H -3.714 -4.473 -2.264
H 0.844 3.489 -0.762
H 2.318 -3.986 0.633
H 1.411 -2.469 0.820
H 4.064 4.771 -1.241
H -0.594 -5.585 1.371
H 5.300 1.550 0.242
H -2.533 2.877 -3.282
H -5.417 2.404 1.209
H -2.264 4.953 -1.911
H -0.850 2.796 -3.787
H -0.076 2.587 1.160
H -1.571 1.431 -2.944
H -0.606 -6.095 -0.324
H 2.315 3.923 2.556
H -5.494 3.387 -1.050
H 1.107 -3.083 -1.685
H -4.499 1.024 0.602
H -3.587 -1.809 -0.777
H 2.080 1.531 1.905
H 7.511 1.012 1.116
H 0.893 -6.105 0.587
H -2.407 2.659 4.025
H -2.675 -5.910 0.188
H -0.705 -3.196 2.483
H 0.026 -4.408 -2.144
H -3.901 1.960 1.972
H -3.158 5.095 0.055
H 1.765 -0.790 -5.287
H 4.129 -2.540 0.650
H -2.073 -5.046 -2.021
H 4.080 -0.418 -6.050
H -1.582 3.097 1.961
H 0.915 2.953 -2.441
H -2.819 -2.295 4.394
H 5.834 0.196 -4.402
H 6.358 -3.079 1.555
H -4.840 -3.052 -0.676
H -2.442 -2.994 2.198
H 3.362 5.516 0.999
H 3.782 2.421 -1.904
H -0.985 5.029 -0.683
H 5.280 0.303 -2.019
H 0.544 1.779 -1.158
H -4.625 4.680 0.920
*
```

natural (NBO) population analysis, charges in e, atoms 1 to 99:
1. Ir 0.608
2. As 0.931
3. S 0.085
4. P 0.911
5. P 0.980
6. N -0.656
7. N -0.657
8. C -0.620
9. C -0.192
10. C -0.624
11. C 0.187
12. C -0.291
13. C 0.121
14. C -0.320
15. C -0.193
16. C -0.201
17. C -0.623
18. C -0.615
19. C -0.622
20. C -0.241
21. C -0.532
22. C -0.624
23. C -0.334
24. C -0.616
25. C -0.301
26. C -0.212
27. C -0.624
28. C -0.622
29. C -0.528
30. C -0.268
31. C -0.619
32. C -0.241
33. C -0.194
34. C -0.226
35. C -0.197
36. C -0.179
37. C -0.339
38. C -0.617
39. C -0.225
40. C -0.222
41. C -0.144
42. C -0.622
43. C -0.182
44. C -0.335
45. C -0.152
46. C -0.350
47. C -0.213
48. C -0.190
49. C -0.247
50. B 0.462
51. H 0.215
52. H 0.221
53. H 0.221
54. H 0.203
55. H 0.214
56. H 0.220
57. H 0.208
58. H 0.208
59. H 0.214
60. H 0.224
61. H 0.222
62. H 0.227
63. H 0.215
64. H 0.226
65. H 0.220
66. H 0.221
67. H 0.224
68. H 0.224
69. H 0.210
70. H 0.226
71. H 0.217
72. H 0.221
73. H 0.211
74. H 0.218
75. H 0.244
76. H 0.211
77. H 0.212
78. H 0.225
79. H 0.223
80. H 0.215
81. H 0.213
82. H 0.215
83. H 0.223
84. H 0.221
85. H 0.225
86. H 0.218
87. H 0.220
88. H 0.226
89. H 0.215
90. H 0.218
91. H 0.219
92. H 0.231
93. H 0.200
94. H 0.212
95. H 0.230
96. H 0.232
97. H 0.222
98. H 0.219
99. H 0.229